Computed, not measured: a structure of composition C29H36N2O2PSTc at a distorted geometry, with ωB97M-V/def2-TZVPD.

Values from the calculation:
**Max |F|**: 0.057 Eh/bohr
**DFT total energy**: -60028.46266 eV
**Frontier orbital gap (alpha / beta)**: 0.240 / 0.231 hartree

ORCA input file:
```
! wB97M-V def2-TZVPD RIJCOSX def2/J DEFGRID3
* xyz 3 2
Tc 0.41972 0.88062 0.68469
C -1.13328 0.12162 3.64889
C -1.68548 1.50162 3.28289
N -0.77638 2.25832 2.40929
C 0.24282 3.08322 3.08549
C 1.36562 2.28572 3.73279
S 2.06662 1.05812 2.57129
C 1.83132 -0.55208 3.42169
C 0.65002 -1.36828 2.88499
N -0.48378 -0.52348 2.49329
H -0.41968 0.20632 4.46579
H -1.96048 -0.49588 4.00839
H -2.62148 1.37192 2.73929
H -1.89918 2.04952 4.20779
H -1.34868 2.93332 1.90459
H 0.65902 3.75692 2.33159
H -0.21048 3.71332 3.86389
H 2.18602 2.95992 3.99059
H 1.04272 1.76882 4.63369
H 2.75502 -1.11408 3.27439
H 1.74402 -0.34218 4.48669
H 0.96022 -1.94988 2.01069
H 0.35922 -2.08338 3.66909
H -1.18288 -1.11528 2.03699
O -0.20858 3.32172 -0.19661
C -0.61258 2.28302 -0.61911
C -1.39168 1.94022 -1.77861
C -1.91868 2.89832 -2.66021
C -2.59068 2.46542 -3.79091
C -2.76428 1.10812 -4.04331
C -2.26538 0.15022 -3.16351
C -1.57938 0.56962 -2.04121
P -0.85298 -0.53858 -0.79881
C -2.22018 -1.58178 -0.23251
C -3.12008 -1.02868 0.68639
C -4.18618 -1.77978 1.14519
C -4.36848 -3.07818 0.68389
C -3.49728 -3.61378 -0.25391
C -2.41998 -2.87418 -0.71451
C 0.35732 -1.58758 -1.64081
C 0.93722 -1.22558 -2.85791
C 1.90172 -2.04318 -3.42361
C 2.31312 -3.20028 -2.77531
C 1.75642 -3.54898 -1.55161
C 0.79722 -2.73688 -0.97471
H -1.81398 3.95342 -2.45411
H -2.98988 3.19072 -4.48441
H -3.29988 0.78812 -4.92531
H -2.41418 -0.90098 -3.36061
H -2.97908 -0.00268 1.00579
H -4.87898 -1.36288 1.85889
H -5.19028 -3.67128 1.05309
H -3.65208 -4.61358 -0.63001
H -1.74608 -3.29888 -1.44471
H 0.61342 -0.33208 -3.37311
H 2.32862 -1.79428 -4.38251
H 3.06652 -3.83108 -3.22221
H 2.06642 -4.45828 -1.06081
H 0.35102 -3.00968 -0.02731
C 3.59502 1.37742 -2.48131
C 4.36242 0.60492 -1.41141
C 3.24332 0.06622 -0.52171
O 2.11392 0.94432 -0.69871
C 2.43762 1.95552 -1.67821
H 3.23522 0.70892 -3.26191
H 4.18702 2.16152 -2.94071
H 5.01232 1.27462 -0.85161
H 4.97172 -0.19568 -1.81901
H 3.53182 0.05672 0.53539
H 2.93422 -0.94008 -0.82531
H 2.74042 2.87212 -1.15621
H 1.54642 2.15292 -2.27871
*
```

Results of the Mulliken charge analysis, in e, for atoms 1 through 2: -0.197, -0.791

Computed, not measured: a structure of composition C29H36N8O3Se2SiTe2Zr, with ωB97M-V/def2-TZVPD.

Values from the calculation:
**Max |F|**: 0.015 Eh/bohr
**DFT total energy**: -203164.23518 eV
**Frontier orbital gap**: 0.252 hartree
**ΔE to the lowest compared entry with this formula, charge and spin**: 10.2 kcal per mole

ORCA input file:
```
! wB97M-V def2-TZVPD RIJCOSX def2/J DEFGRID3
* xyz 0 1
Zr 0.01038 -0.31700 0.58155
N -0.62737 1.95174 -3.36425
C -1.58498 0.86895 -3.15372
C -2.45263 0.60630 -4.39175
C -3.43316 -0.57055 -4.34888
C -4.20606 -0.75553 -3.04265
N -3.42975 -1.42247 -2.00371
C -2.97939 -2.66492 -2.11607
N -3.46956 -3.47368 -3.07838
N -2.10390 -3.15372 -1.26525
C -0.79745 -0.35083 -2.66624
O -0.61657 -1.33315 -3.36087
O -0.33770 -0.19790 -1.45030
H -1.10678 2.82947 -3.52307
H -0.05479 1.76139 -4.17978
H -2.21497 1.15961 -2.30383
H -1.79004 0.45628 -5.24753
H -3.00109 1.53486 -4.58085
H -2.87000 -1.47986 -4.55940
H -4.15599 -0.44799 -5.15931
H -5.12837 -1.31867 -3.21221
H -4.51632 0.20103 -2.62255
H -3.07846 -0.86572 -1.22307
H -4.02329 -3.08341 -3.81788
H -2.96566 -4.31521 -3.29673
H -1.60407 -2.60733 -0.56072
H -1.76234 -4.09259 -1.38164
C 2.36306 -5.32605 -1.27872
C 3.02686 -4.98522 -0.11278
C 2.96732 -3.68654 0.38400
C 2.21975 -2.74083 -0.28948
C 1.56407 -3.06037 -1.47033
C 1.63735 -4.35319 -1.95857
N 2.18048 -1.33022 0.17141
N 2.95144 -1.17585 1.41767
C 2.27828 -0.80804 2.49688
C 3.09732 -0.62406 3.66703
C 2.52454 -0.29249 4.84661
C 1.11937 -0.09374 4.93043
C 0.39840 -0.20565 3.78812
N 0.94053 -0.54367 2.58544
H 2.42219 -6.33542 -1.66515
H 3.61205 -5.72676 0.41593
H 3.51178 -3.39810 1.26924
H 1.00775 -2.30837 -2.01509
H 1.14062 -4.59306 -2.89134
H 4.16175 -0.76734 3.55332
H 3.14010 -0.16247 5.72814
H 0.63697 0.17449 5.85808
H -0.66912 -0.01841 3.77098
Se -2.65690 -0.25771 1.14915
Te -2.21950 2.14118 1.83216
Te -0.46883 3.02831 -0.00986
Se 1.63346 1.91235 0.70721
C -0.70569 -5.13892 1.21760
Si -0.50189 -3.45971 2.03568
C -2.03080 -3.15320 3.06812
C 0.92580 -3.61072 3.23405
O -0.33138 -2.32592 0.83413
H -0.74421 -5.90410 1.99741
H 0.14301 -5.37368 0.56923
H -1.63197 -5.22265 0.64281
H -2.10223 -3.95676 3.80795
H -2.95012 -3.15783 2.47844
H -1.98530 -2.20519 3.60543
H 0.83381 -4.58894 3.71674
H 0.88446 -2.85537 4.02044
H 1.90616 -3.56536 2.76505
N 5.76698 4.11475 -6.54868
C 5.36835 3.42007 -5.72423
C 4.86831 2.55278 -4.69228
C 4.54009 3.07608 -3.44267
C 4.05162 2.24361 -2.45429
C 3.88825 0.87820 -2.70284
C 4.22442 0.36024 -3.95526
C 4.70975 1.19182 -4.94642
C 3.35788 0.03244 -1.67956
C 2.83426 -0.60032 -0.80873
H 4.66720 4.13356 -3.25488
H 3.77853 2.63665 -1.48440
H 4.10015 -0.69783 -4.14175
H 4.97001 0.79447 -5.91798
*
```

Results of the Mulliken charge analysis, in e, for atoms 1 through 2: -1.068, -0.482

Computed, not measured: a structure of composition C29H37Br4F3N2O6SSi2TeY, with ωB97M-V/def2-TZVPD.

Values from the calculation:
**Max |F|**: 0.012 Eh/bohr
**DFT total energy**: -369198.55672 eV
**Frontier orbital gap**: 0.245 hartree
**ΔE to the lowest compared entry with this formula, charge and spin**: 17.7 kcal per mole

ORCA input file:
```
! wB97M-V def2-TZVPD RIJCOSX def2/J DEFGRID3
* xyz -1 1
Y 0.00997 0.01656 -0.46101
O -0.02005 -0.67737 -2.67371
N -0.65755 -0.19461 -3.72619
C -0.16911 -0.53332 -4.93927
C -0.77021 -0.12344 -6.09396
C -1.92473 0.66397 -5.99543
C -2.40501 0.99895 -4.75963
C -1.76944 0.57841 -3.56950
S -2.30491 1.01156 -2.01633
H 0.71867 -1.14482 -4.89798
H -0.34857 -0.40943 -7.04553
H -2.42923 1.00858 -6.88848
H -3.28697 1.61139 -4.64207
Br 0.16940 6.94287 1.62487
C 0.57160 5.30091 0.77780
C 1.61922 5.20394 -0.12085
Br 2.67767 6.71645 -0.53540
C 1.90027 3.97156 -0.73027
Br 3.32723 3.75574 -1.95451
C 1.14526 2.83907 -0.46063
O 1.36664 1.65983 -0.99289
C 0.05318 2.94661 0.45566
O -0.63466 1.85256 0.67749
C -0.20268 4.16582 1.06322
Br -1.64058 4.20268 2.29060
C 0.90667 1.33775 3.63633
C 0.16145 0.01550 3.46495
C -0.13888 -0.60914 4.81794
O -1.09099 0.24232 2.82014
C 1.07385 -0.91278 2.62437
O 1.85834 -1.65469 3.19866
O 0.98604 -0.79226 1.34346
H 0.28855 2.03429 4.20648
H 1.12155 1.78650 2.66456
H 1.84936 1.17445 4.15846
H -0.73659 0.08684 5.40963
H 0.78670 -0.83878 5.34014
H -0.69767 -1.53887 4.69996
H -0.98860 0.97310 2.16841
F 4.29263 -6.16670 -1.19861
C 4.66179 -4.93022 -1.58086
F 5.01514 -5.00802 -2.88488
F 5.77659 -4.61271 -0.89385
C 3.57130 -3.91353 -1.37206
C 2.30528 -4.29321 -0.96667
C 1.35000 -3.30092 -0.81049
N 1.59578 -2.01950 -1.04014
C 2.81870 -1.65990 -1.42672
C 3.84206 -2.57368 -1.60486
H 2.06438 -5.32629 -0.76605
H 0.34915 -3.54750 -0.47869
H 2.98113 -0.60014 -1.59437
H 4.82525 -2.24408 -1.91020
C -2.12564 -3.07592 -2.95794
Si -3.28970 -3.67768 -1.63106
C -2.41912 -4.90821 -0.51380
C -4.73111 -4.57009 -2.44636
C -4.00712 -2.24401 -0.67136
Te -2.76925 -1.10599 0.66254
C -2.60933 -2.58972 2.20320
Si -3.95568 -2.42338 3.49858
C -5.61288 -2.79386 2.69390
C -3.63110 -3.69685 4.84050
C -4.00244 -0.71355 4.23884
H -1.75576 -3.91334 -3.55482
H -1.26605 -2.53574 -2.55272
H -2.64220 -2.38501 -3.63095
H -2.00009 -5.72354 -1.10832
H -3.11517 -5.34595 0.20571
H -1.60676 -4.44959 0.05259
H -4.38446 -5.41896 -3.04026
H -5.27887 -3.89815 -3.11052
H -5.43319 -4.94773 -1.69963
H -4.87073 -2.55615 -0.08122
H -4.35473 -1.48838 -1.38182
H -1.62093 -2.42322 2.62996
H -2.61659 -3.57424 1.73506
H -5.60241 -3.74878 2.16282
H -5.87291 -2.00902 1.97947
H -6.40681 -2.83574 3.44273
H -3.59807 -4.70734 4.42718
H -4.40906 -3.67101 5.60683
H -2.67316 -3.50382 5.32812
H -4.22984 0.03177 3.47474
H -3.03746 -0.44580 4.66810
H -4.76581 -0.65276 5.01846
*
```

Results of the Mulliken charge analysis, in e, for atoms 1 through 2: 1.475, 0.077